1.
38
Properties=species:S:1:pos:R:3:forces:R:3 method="wB97M-V/def2-TZVPD" e_homo_ev=-10.79 orbital_gap_ev=3.51 energy_ev=-107562.0726 charge=+1 multiplicity=1
Sn -3.979794 0.321573 -2.228434 0.07 0.31 -1.51
Br -0.285551 4.321914 0.491897 -0.01 -0.37 0.20
P -1.200010 -1.525116 1.083988 0.51 -0.76 1.66
O 1.935482 -0.699888 3.173548 0.57 0.03 -0.42
O 1.605835 2.720051 1.775363 0.17 0.76 0.06
O 0.237831 2.078608 -2.120801 0.02 -0.30 0.32
O -0.230580 -0.837714 3.432030 -1.78 -0.66 -0.95
N 0.907450 0.273287 0.473907 -0.86 0.09 0.29
C 0.821503 -0.825962 2.734352 0.19 0.65 0.55
C 0.579868 -0.946030 1.186197 1.72 -2.15 -0.73
C 2.633182 2.280727 -1.339688 -1.04 0.32 0.17
C 1.438220 1.355466 -1.796871 1.83 -0.06 -1.03
C -2.087701 -0.892849 -0.489642 -2.35 1.15 -0.84
C 2.286739 -2.885154 0.382874 0.00 -1.05 -0.10
C 0.622339 2.705260 1.140472 0.02 -1.63 -0.12
C -1.162783 -3.383730 0.875546 -0.56 0.43 -0.55
C -0.044325 1.315648 0.800859 -1.29 1.33 -0.34
C 1.442526 -2.133530 0.785673 -0.22 2.03 -0.30
C 1.238978 0.100449 -0.932047 0.51 -0.15 -1.09
C -3.352410 -0.073918 -0.000120 1.37 -0.35 0.54
H 2.931820 -3.695970 0.061432 -0.28 0.66 0.24
H -4.330530 -0.516076 -0.372160 0.29 0.19 1.10
H 3.247601 1.795435 -0.561340 -0.29 0.31 -0.35
H -2.214041 -3.743007 0.838966 0.58 0.21 0.35
H 0.564123 -0.588330 -1.509003 0.09 0.42 0.60
H 2.229953 -0.402303 -0.981480 -0.64 0.27 0.13
H 1.801942 0.955620 -2.776153 -0.33 -0.22 0.73
H -2.490696 -1.748393 -1.088572 0.83 0.18 0.35
H -0.644953 1.105436 1.719654 0.73 -0.14 -0.33
H 2.195165 3.225710 -0.952112 0.46 -0.57 0.00
H -3.223222 1.020487 -0.268604 -0.35 -0.46 0.48
H 3.265251 2.565103 -2.199357 -0.28 -0.28 0.38
H -0.821295 1.475432 0.011199 0.71 0.10 0.29
H -3.373814 -0.082964 1.119557 -0.41 0.04 -0.61
H 0.461630 2.592618 -2.907991 -0.19 0.07 0.24
H -0.732537 -3.624794 -0.121407 0.10 0.13 0.74
H -1.500841 -0.185662 -1.116452 0.32 -0.79 0.28
H -0.603920 -3.860657 1.698115 -0.23 0.26 -0.45

2.
39
Properties=species:S:1:pos:R:3:forces:R:3 method="wB97M-V/def2-TZVPD" de_lowest_kj_mol=21.80 e_homo_ev="-14.82 / -15.98" orbital_gap_ev="7.08 / 4.55" energy_ev=-58752.4763 charge=+2 multiplicity=6
Ru -0.750879 1.855013 0.562453 -0.81 -0.21 -0.56
Cl -2.426288 0.331312 -0.405017 -1.68 0.67 1.56
Cl -2.923552 2.159913 1.505779 -0.31 0.07 -0.13
P -0.053197 1.346815 -1.676736 1.07 0.06 -3.22
O 1.880278 3.453218 0.317893 -2.80 -1.41 0.28
O 1.908442 0.436648 1.093682 -3.37 1.92 -0.74
O 1.407188 -2.901206 3.855218 -1.76 -1.47 -2.10
N -0.314865 -1.231512 0.522203 -0.26 -2.75 0.47
N 0.645396 -5.005795 3.316663 -0.22 1.00 -0.24
C -0.097311 3.043781 -2.325399 0.09 0.23 0.35
C -0.800532 -1.997714 -0.454450 -0.48 0.00 -0.63
C 0.056504 -1.751857 1.678078 0.19 0.08 0.59
C 1.594688 0.691459 -2.141048 0.21 0.13 0.54
C 0.087189 -3.154211 1.864537 -0.42 0.36 -1.67
C 0.752713 -3.660728 3.108381 1.66 0.48 2.45
C 0.735231 3.306491 0.659444 3.06 1.37 -0.27
C -0.385516 -3.979568 0.816492 0.16 0.54 0.28
C 0.008126 4.439390 1.360594 -0.74 1.08 0.71
C -1.056549 0.495023 -2.975872 -0.58 -0.15 0.58
C 0.867619 0.942243 0.939969 5.44 -2.56 1.88
C -0.894112 -3.390641 -0.347623 0.50 0.74 0.22
H -0.703615 4.950712 0.676935 0.29 -0.47 0.38
H 0.851222 5.122435 1.537060 -0.37 0.00 0.11
H -0.472887 4.232733 2.344270 0.23 -0.18 -0.85
H 1.801098 0.940367 -3.194613 -0.18 -0.02 0.38
H -0.928492 1.001057 -3.938456 0.12 -0.04 0.24
H -1.196098 -1.492258 -1.328607 0.19 -0.28 0.08
H -1.347519 -3.915011 -1.196359 0.35 0.00 0.50
H 0.090785 3.016669 -3.406628 -0.08 0.14 0.27
H -0.082891 -5.538150 2.861450 0.23 -0.03 0.30
H -0.332424 -5.070220 0.893354 -0.15 0.44 -0.02
H 1.602377 -0.403423 -2.032672 0.01 0.32 0.02
H -1.100546 3.436138 -2.109576 0.23 0.18 -0.29
H -2.111035 0.521370 -2.671924 0.34 0.06 -0.68
H 1.012893 -5.342050 4.195157 0.00 -0.10 -0.04
H 0.666369 3.637172 -1.807421 -0.25 0.03 -0.43
H 2.378460 1.120002 -1.502761 -0.09 -0.12 -0.26
H -0.755032 -0.552191 -3.078201 0.04 0.21 -0.06
H 0.386759 -1.093427 2.483753 0.10 -0.34 -0.03

3.
33
Properties=species:S:1:pos:R:3:forces:R:3 method="wB97M-V/def2-TZVPD" de_lowest_kj_mol=255.69 e_homo_ev=-8.80 orbital_gap_ev=9.49 energy_ev=-28793.3637 charge=0 smiles=CCOCCCNCc1ccc(Cl)cc1 multiplicity=1
Cl -3.482930 1.337741 2.470718 -0.37 0.10 0.33
O 0.872334 -2.519181 0.863023 1.63 -1.00 1.39
N 0.842306 0.272839 -2.480346 -0.06 0.82 -0.44
C -1.406454 0.533769 -0.752533 -1.62 -1.47 -1.85
C 2.047425 -0.243618 -1.860483 1.48 -1.23 -0.14
C -0.450588 1.540001 -0.790479 0.23 -0.02 1.88
C 0.450903 1.580522 -1.924752 -0.67 0.22 -2.89
C -0.207774 -2.269138 1.694079 -1.90 2.59 -0.99
C -2.276036 0.309699 0.290234 -0.13 2.78 -0.13
C -1.434566 2.498519 1.209691 2.92 -2.25 -2.83
C 1.039646 -2.066339 -0.445996 -0.75 -1.08 -0.28
C -2.296331 1.428834 1.209167 -0.78 -1.40 0.15
C -0.304427 2.438596 0.274510 -2.85 0.83 0.09
C -0.412846 -0.848260 2.467552 1.85 -2.37 0.12
C 2.062129 -0.930607 -0.450021 -1.63 0.30 -0.96
H -1.155174 -2.534825 1.186219 0.02 0.68 -0.43
H 2.784812 0.540727 -1.723201 0.45 0.40 -0.49
H 1.285668 -2.977122 -1.107280 -0.01 1.33 0.88
H -3.045865 -0.477578 0.201870 0.53 0.68 0.60
H 1.199943 2.280333 -1.648660 1.72 0.25 0.07
H 1.601130 -0.272363 0.348107 1.33 -0.26 -0.71
H -0.606472 -0.046180 1.802411 0.23 0.53 -0.44
H 0.471451 -0.620077 3.127912 -0.76 -0.24 -0.75
H -1.274699 -0.972778 3.117024 -0.17 -0.05 0.04
H -1.642376 -0.039076 -1.718983 1.05 0.57 1.60
H 2.464645 -1.020984 -2.561150 -0.22 0.79 0.55
H -0.040084 2.124407 -2.773257 -0.01 -0.40 0.57
H 0.021961 -1.759906 -0.728409 0.45 0.53 -0.72
H -1.357647 3.284759 1.874544 -0.68 1.19 1.64
H 3.146604 -1.249849 -0.299319 -1.63 0.39 0.29
H 0.952024 0.364492 -3.525723 0.09 -0.23 1.85
H 0.367635 3.340108 0.267609 -0.36 -1.37 -0.12
H -0.216349 -3.027462 2.385923 0.62 -1.62 2.12

4.
42
Properties=species:S:1:pos:R:3:forces:R:3 method="wB97M-V/def2-TZVPD" de_lowest_kj_mol=191.94 e_homo_ev=-3.64 orbital_gap_ev=5.48 energy_ev=-32461.3951 charge=-1 multiplicity=1
Cs 0.464030 0.328605 0.523984 0.11 -0.13 0.06
O 1.687652 -2.087747 0.840895 -0.16 0.25 -0.08
O 5.408122 5.301406 -4.284411 -0.01 0.01 0.01
O -0.116273 3.235996 -0.487804 0.11 -0.09 0.04
O 5.056480 6.134449 -2.336299 -0.01 0.00 -0.01
O 1.720589 3.899750 0.649265 -0.05 -0.01 -0.04
N -0.928439 -1.417489 -4.539487 -0.03 -0.04 -0.04
N -2.185533 -0.004294 -3.203947 0.00 -0.05 -0.02
N 4.790790 5.359400 -3.233357 0.03 0.00 0.01
N -3.858478 1.305149 -2.362694 0.03 -0.02 0.00
N -0.126896 -0.725159 -2.398014 0.10 0.06 0.04
N -2.529029 -0.004199 -0.882294 0.05 -0.03 -0.07
C -2.834490 0.401282 -2.045229 -0.10 0.08 0.02
C -1.004461 -0.757396 -3.303421 0.02 0.04 0.08
C 3.333407 3.578912 -4.085113 0.02 0.01 0.00
C 2.969353 4.452538 -1.845255 0.04 0.01 -0.02
C 1.079971 3.594904 -0.372126 -0.08 -0.02 -0.02
C 1.533261 2.747500 -2.724120 0.00 0.02 0.01
C -2.027621 -2.316197 -4.871630 0.01 0.00 0.00
C 3.659314 4.437487 -3.045218 -0.06 -0.04 0.01
C 2.262859 2.719707 -3.906979 0.00 0.00 0.01
C 2.237784 -3.310408 1.048289 0.01 -0.06 0.06
C 1.879640 3.606878 -1.687616 -0.04 -0.02 0.01
C 0.366797 -1.989778 -4.854268 -0.01 -0.01 0.02
H 3.277073 -3.279020 1.454226 0.01 -0.02 -0.04
H -3.193788 0.354490 -0.202952 0.02 0.04 0.00
H 0.602286 -2.867103 -4.236600 0.00 0.00 0.00
H 0.365608 -2.301491 -5.898219 0.00 0.01 -0.01
H 1.147784 -1.244266 -4.713429 0.00 0.00 -0.01
H -2.976006 -1.875606 -4.578628 0.00 0.00 -0.01
H 3.913230 3.595054 -4.995414 0.00 0.00 0.00
H 0.682968 2.092540 -2.578301 -0.04 0.02 -0.01
H 3.264945 5.099719 -1.032698 0.00 -0.01 0.00
H 1.992760 2.028681 -4.696359 0.00 0.01 -0.01
H 0.628054 -1.386121 -2.553840 -0.02 -0.03 0.06
H -2.414165 0.514133 -4.035647 0.00 0.00 0.00
H 2.307267 -3.941642 0.128766 0.04 -0.01 0.00
H -1.923002 -3.282194 -4.360660 -0.01 0.00 0.00
H 1.678019 -3.946680 1.777212 -0.01 0.01 -0.02
H -2.039101 -2.494237 -5.947355 0.00 0.00 -0.01
H -4.416365 1.059702 -3.166434 0.00 0.01 0.00
H -4.423000 1.569300 -1.572030 0.00 0.00 0.00